Computed, not measured: one molecule with the formula C4H9N2O3P at a distorted geometry, with ωB97M-V/def2-TZVPD.

Values from the calculation:
E_tot: -834.308287 Eh
SMILES: COCOP(N=C=N)OC
Frontier orbital gap: 8.89 eV
Energy above the lowest of the compared OMol25 structures with the same formula, charge and spin: 4.129 eV

Element x y z (Å)
C (-2.37, 0.84, -1.33)
O (-1.43, 1.75, -0.78)
C (-0.86, 1.37, 0.45)
O (-0.12, 0.13, 0.29)
P (0.50, -0.31, -1.11)
N (2.44, 0.44, -0.50)
C (3.69, 0.57, -0.43)
N (4.87, 0.94, -0.24)
O (0.51, -1.96, -0.88)
C (0.83, -2.60, 0.32)
H (-3.36, 0.51, -0.81)
H (-1.78, -0.14, -1.27)
H (-2.57, 1.10, -2.39)
H (-1.65, 1.02, 1.17)
H (-0.16, 2.21, 0.58)
H (5.57, 0.67, 0.45)
H (0.04, -3.30, 0.47)
H (0.90, -1.91, 1.27)
H (1.87, -3.15, 0.28)

Computed, not measured: one molecule with the formula C4H5NOS at a distorted geometry, with ωB97M-V/def2-TZVPD.

Values from the calculation:
E_tot: -683.494532 Eh
SMILES: Cn1ccc(=S)o1
Frontier orbital gap: 8.47 eV
Energy above the lowest of the compared OMol25 structures with the same formula, charge and spin: 3.085 eV

Element x y z (Å)
C (2.60, -0.76, 0.33)
N (1.47, -0.14, -0.50)
C (1.06, 1.23, -0.16)
C (-0.23, 1.40, 0.14)
C (-0.78, 0.08, 0.12)
S (-2.35, -0.39, 0.02)
O (0.25, -0.75, -0.18)
H (2.67, -1.87, 0.07)
H (3.51, -0.24, 0.10)
H (2.20, -0.63, 1.35)
H (1.78, 1.98, -0.07)
H (-0.75, 2.39, 0.48)

Computed, not measured: one molecule with the formula C6H14NO5P at a distorted geometry, with ωB97M-V/def2-TZVPD.

Values from the calculation:
E_tot: -1009.337426 Eh
SMILES: COP(=O)(OC)[C@@](C)(CO)C(N)=O
Frontier orbital gap: 10.52 eV
Energy above the lowest of the compared OMol25 structures with the same formula, charge and spin: 2.405 eV

Element x y z (Å)
C (-1.82, 2.61, -0.52)
O (-1.39, 1.25, -0.37)
P (-0.03, 0.85, 0.35)
O (1.14, 1.79, 0.33)
O (-0.49, 0.67, 1.85)
C (0.36, 0.81, 3.00)
C (0.17, -1.04, -0.47)
C (-1.00, -1.89, 0.09)
C (0.19, -0.80, -2.00)
O (1.37, -0.07, -2.25)
C (1.43, -1.55, 0.28)
N (2.64, -1.56, -0.30)
O (1.31, -1.76, 1.47)
H (-2.25, 2.90, 0.38)
H (-2.57, 2.71, -1.20)
H (-0.86, 3.10, -0.93)
H (-0.26, 0.97, 3.84)
H (1.20, 1.50, 2.64)
H (0.76, -0.31, 3.25)
H (-1.05, -1.92, 1.13)
H (-1.95, -1.25, -0.18)
H (-1.08, -2.94, -0.43)
H (-0.83, -0.13, -2.20)
H (0.10, -1.84, -2.50)
H (1.61, 0.53, -1.56)
H (2.49, -1.32, -1.26)
H (3.39, -1.32, 0.29)

Computed, not measured: a 2-piece molecular cluster, CH3BrClOP overall at a distorted geometry, with ωB97M-V/def2-TZVPD.

Values from the calculation:
E_tot: -3490.640294 Eh
Frontier orbital gap (spin up / spin down): 5.69 / 5.59 eV
Energy above the lowest of the compared OMol25 structures with the same formula, charge and spin: 3.756 eV

Element x y z (Å)
C (0.82, 0.33, 0.25)
O (-0.95, 0.26, -1.92)
P (-0.84, 0.20, -0.49)
Cl (-0.23, -3.15, 0.33)
Br (-2.35, 1.49, 0.49)
H (1.25, 1.39, 0.15)
H (0.95, 0.07, 1.36)
H (1.35, -0.59, -0.17)

Computed, not measured: a 3-piece molecular cluster, C31H50N3O4P overall at a distorted geometry, with ωB97M-V/def2-TZVPD.

Values from the calculation:
E_tot: -2017.635428 Eh
⟨S²⟩: 2.008
Frontier orbital gap: 7.68 eV
Energy above the lowest of the compared OMol25 structures with the same formula, charge and spin: 0.000 eV
2S+1: 3

Element x y z (Å)
C (-8.20, -7.09, 0.48)
C (-8.44, -5.79, 0.19)
N (-8.05, -4.78, 1.10)
C (-8.94, -4.41, 2.14)
O (-9.54, -5.16, 2.85)
C (-8.88, -2.92, 2.20)
C (-9.64, -2.04, 2.93)
C (-9.35, -0.69, 2.82)
C (-8.33, -0.24, 1.99)
C (-7.55, -1.13, 1.25)
P (-6.17, -0.63, 0.15)
C (-4.69, -1.20, 1.11)
C (-6.04, 1.20, 0.14)
C (-7.29, 1.91, -0.40)
C (-7.86, -2.48, 1.37)
C (-7.26, -3.68, 0.70)
O (-6.32, -3.75, -0.04)
H (-7.23, -7.39, 0.85)
H (-8.94, -7.86, 0.36)
H (-8.95, -5.51, -0.72)
H (-10.42, -2.41, 3.58)
H (-9.93, 0.02, 3.39)
H (-8.12, 0.82, 1.93)
H (-3.83, -1.34, 0.47)
H (-4.99, -2.14, 1.59)
H (-4.53, -0.48, 1.91)
H (-5.21, 1.41, -0.52)
H (-5.75, 1.59, 1.12)
H (-7.80, 1.29, -1.13)
H (-7.96, 2.22, 0.40)
H (-6.98, 2.82, -0.91)
C (0.56, -0.62, -2.29)
C (-0.51, 0.11, -1.45)
C (-0.65, 1.55, -1.96)
C (0.54, 2.44, -1.59)
C (0.81, 2.38, -0.08)
C (0.97, 0.96, 0.46)
N (-0.16, 0.09, 0.00)
O (-1.21, 0.32, 0.71)
C (2.32, 0.38, 0.01)
C (1.02, 1.00, 1.98)
C (-1.80, -0.65, -1.68)
H (0.10, -1.06, -3.18)
H (1.35, 0.03, -2.65)
H (1.01, -1.44, -1.73)
H (-1.56, 1.99, -1.54)
H (-0.78, 1.53, -3.04)
H (1.43, 2.15, -2.14)
H (0.32, 3.47, -1.88)
H (1.71, 2.95, 0.15)
H (-0.01, 2.88, 0.44)
H (2.40, -0.67, 0.29)
H (3.14, 0.91, 0.51)
H (2.51, 0.47, -1.05)
H (0.15, 1.50, 2.41)
H (1.91, 1.55, 2.29)
H (1.07, -0.01, 2.40)
H (-1.72, -1.68, -1.33)
H (-2.03, -0.67, -2.74)
H (-2.65, -0.19, -1.18)
C (8.50, 0.63, 1.38)
C (7.94, 0.12, 0.03)
C (9.01, 0.23, -1.05)
C (9.28, 1.67, -1.49)
C (7.98, 2.37, -1.89)
C (6.88, 2.28, -0.83)
N (6.70, 0.88, -0.35)
O (6.04, 0.20, -1.23)
C (7.22, 3.22, 0.34)
C (5.58, 2.82, -1.41)
C (7.59, -1.35, 0.26)
H (9.00, -0.19, 1.90)
H (9.23, 1.42, 1.27)
H (7.70, 0.98, 2.03)
H (8.70, -0.35, -1.93)
H (9.93, -0.22, -0.69)
H (9.78, 2.23, -0.69)
H (9.97, 1.67, -2.33)
H (8.18, 3.42, -2.11)
H (7.62, 1.92, -2.82)
H (6.51, 3.08, 1.16)
H (7.15, 4.26, 0.01)
H (8.22, 3.09, 0.74)
H (5.28, 2.31, -2.32)
H (5.69, 3.88, -1.66)
H (4.75, 2.73, -0.70)
H (6.83, -1.45, 1.03)
H (8.49, -1.88, 0.58)
H (7.23, -1.83, -0.65)

Computed, not measured: C42H68IN2O3P2Yb as an isolated structure at a distorted geometry, with ωB97M-V/def2-TZVPD.

Values from the calculation:
E_tot: -4115.692613 Eh
⟨S²⟩: 0.751
Frontier orbital gap (spin up / spin down): 6.70 / 6.61 eV
Energy above the lowest of the compared OMol25 structures with the same formula, charge and spin: 1.175 eV
2S+1: 2

Element x y z (Å)
Yb (-0.14, 0.84, 0.48)
N (-2.22, -1.81, 4.17)
C (-0.91, -1.33, 3.89)
C (-0.83, -0.40, 2.64)
O (-1.69, -0.49, 1.68)
O (0.14, 0.43, 2.59)
H (-2.35, -2.69, 4.68)
H (-2.80, -1.75, 3.33)
H (-0.20, -2.18, 3.78)
H (-0.50, -0.80, 4.78)
C (-2.89, 3.29, -3.72)
C (-1.86, 2.17, -3.35)
C (-0.49, 2.86, -3.25)
P (-2.27, 1.15, -1.80)
C (-3.34, -0.29, -2.19)
C (-4.05, -0.82, -0.97)
C (-4.30, -0.28, -3.38)
C (-3.27, 2.30, -0.77)
C (-4.61, 2.43, -1.17)
C (-5.41, 3.45, -0.67)
C (-6.85, 3.54, -1.13)
C (-4.86, 4.30, 0.28)
C (-3.55, 4.21, 0.69)
C (-2.76, 3.09, 0.31)
N (-1.56, 2.80, 0.87)
C (-1.09, 3.51, 1.95)
C (0.01, 4.42, 1.87)
C (0.42, 4.91, 0.51)
C (0.72, 4.85, 2.96)
C (0.28, 4.54, 4.27)
C (1.13, 4.92, 5.46)
C (-0.87, 3.76, 4.38)
C (-1.58, 3.27, 3.27)
C (-2.77, 2.37, 3.56)
H (-2.60, 3.63, -4.70)
H (-2.88, 4.11, -3.03)
H (-3.91, 2.86, -3.72)
H (-1.87, 1.51, -4.20)
H (-0.47, 3.80, -2.63)
H (-0.12, 3.14, -4.32)
H (0.21, 2.13, -2.85)
H (-2.53, -1.06, -2.46)
H (-5.05, -0.35, -0.83)
H (-3.39, -0.80, -0.08)
H (-4.26, -1.90, -1.17)
H (-5.31, -0.02, -3.03)
H (-4.37, -1.27, -3.82)
H (-3.99, 0.44, -4.16)
H (-4.96, 1.80, -2.00)
H (-7.54, 3.06, -0.46)
H (-6.96, 3.05, -2.13)
H (-7.20, 4.61, -1.22)
H (-5.50, 5.09, 0.65)
H (-3.19, 4.88, 1.46)
H (-0.29, 4.50, -0.19)
H (1.42, 4.57, 0.23)
H (0.44, 6.00, 0.44)
H (1.60, 5.46, 2.88)
H (0.97, 5.99, 5.63)
H (2.18, 4.77, 5.24)
H (0.90, 4.31, 6.35)
H (-1.30, 3.58, 5.36)
H (-3.51, 2.87, 4.19)
H (-2.46, 1.44, 4.04)
H (-3.30, 2.08, 2.63)
I (2.62, 2.10, 0.66)
O (0.78, -1.07, -0.11)
P (2.02, -1.91, -0.41)
C (1.60, -3.66, 0.13)
C (0.35, -4.23, -0.54)
C (-0.21, -5.40, 0.31)
C (0.86, -6.17, 1.15)
C (2.26, -6.09, 0.46)
C (2.76, -4.62, 0.31)
C (2.44, -1.66, -2.23)
C (1.06, -1.54, -3.02)
C (1.28, -1.22, -4.55)
C (2.61, -1.75, -5.14)
C (3.06, -2.97, -4.34)
C (3.37, -2.69, -2.86)
C (3.51, -1.33, 0.62)
C (3.38, -1.43, 2.12)
C (4.46, -0.66, 2.87)
C (5.90, -0.91, 2.26)
C (5.92, -2.01, 1.14)
C (4.84, -1.86, 0.08)
H (1.16, -3.39, 1.14)
H (0.63, -4.50, -1.59)
H (-0.48, -3.54, -0.63)
H (-0.61, -6.10, -0.40)
H (-1.08, -5.05, 0.95)
H (0.60, -7.22, 1.23)
H (0.94, -5.72, 2.18)
H (2.18, -6.52, -0.51)
H (3.01, -6.72, 0.95)
H (3.46, -4.49, -0.55)
H (3.31, -4.41, 1.22)
H (2.87, -0.65, -2.31)
H (0.44, -0.81, -2.52)
H (0.43, -2.47, -2.97)
H (1.28, -0.14, -4.62)
H (0.40, -1.54, -5.07)
H (3.29, -0.88, -5.22)
H (2.36, -2.05, -6.13)
H (3.89, -3.44, -4.82)
H (2.32, -3.75, -4.46)
H (4.39, -2.26, -2.86)
H (3.39, -3.62, -2.28)
H (3.52, -0.28, 0.33)
H (3.43, -2.49, 2.47)
H (2.38, -1.01, 2.45)
H (4.48, -0.92, 3.93)
H (4.12, 0.40, 2.90)
H (6.59, -1.17, 3.10)
H (6.30, 0.01, 1.81)
H (5.78, -2.94, 1.73)
H (6.92, -2.07, 0.71)
H (4.76, -2.82, -0.46)
H (5.22, -1.25, -0.76)

Q: Which of these has the highest energy above the lowest of the compared OMol25 structures with the same formula, charge and spin?
A: C4H9N2O3P